1.
Entry from the Open Molecules 2025 dataset: a structure of composition C33H24Cl8InN2O2 in a non-equilibrium geometry (ωB97M-V/def2-TZVPD).

Properties
frontier orbital gap (spin up / spin down)	0.2548 / 0.1307	Ha
ΔE to the lowest compared entry with this formula, charge and spin	116.0	kJ/mol
HOMO (spin up / spin down)	-4.763 / -2.422	eV
net charge	-1
lowest unoccupied orbital energy (spin up / spin down)	2.170 / 1.135	eV

Geometry (Å):
In (0.320, 0.797, 0.477)
Cl (3.510, -3.803, 5.487)
C (3.114, -2.735, 4.178)
C (3.955, -1.612, 3.973)
C (3.623, -0.677, 2.962)
C (2.506, -0.779, 2.085)
O (2.282, 0.123, 1.241)
C (1.640, -1.960, 2.295)
C (0.558, -2.256, 1.387)
N (0.292, -1.534, 0.362)
C (-0.416, -2.096, -0.652)
C (-0.436, -3.454, -0.922)
C (-1.166, -4.063, -1.953)
C (-2.072, -3.323, -2.754)
C (-1.926, -1.866, -2.624)
C (-2.541, -0.849, -3.427)
C (-2.374, 0.466, -3.304)
C (-1.600, 0.860, -2.124)
N (-1.030, 0.070, -1.318)
C (-1.191, -1.303, -1.578)
C (1.969, -2.849, 3.382)
H (4.896, -1.501, 4.597)
H (4.177, 0.179, 2.763)
H (-0.042, -3.141, 1.535)
H (0.177, -4.111, -0.366)
H (-1.205, -5.122, -1.974)
H (-2.605, -3.871, -3.556)
H (-3.035, -1.250, -4.333)
H (-2.687, 1.311, -3.991)
H (-1.511, 1.933, -2.061)
H (1.184, -3.613, 3.543)
Cl (-0.274, 5.182, -2.032)
C (1.393, 4.590, -1.838)
Cl (2.277, 4.757, -3.325)
H (1.378, 3.573, -1.560)
H (1.920, 5.233, -1.101)
Cl (6.975, 1.024, -3.248)
C (5.324, 1.226, -2.718)
C (5.037, 1.880, -1.495)
Cl (6.311, 2.816, -0.676)
C (3.745, 1.985, -0.993)
Cl (3.333, 2.801, 0.442)
C (2.669, 1.410, -1.732)
O (1.459, 1.511, -1.371)
C (2.952, 0.737, -2.969)
Cl (1.677, -0.149, -3.716)
C (4.220, 0.698, -3.461)
Cl (4.637, -0.036, -4.978)
C (-3.416, 2.428, 2.426)
C (-2.237, 1.485, 2.014)
C (-1.633, 1.046, 3.326)
C (-1.233, 2.225, 1.146)
C (-2.894, 0.367, 1.266)
C (-2.636, -0.956, 1.592)
C (-3.190, -1.970, 0.833)
C (-3.986, -1.598, -0.268)
C (-4.166, -0.235, -0.622)
C (-3.692, 0.709, 0.197)
H (-3.015, 3.416, 2.671)
H (-4.136, 2.133, 3.156)
H (-4.069, 2.647, 1.577)
H (-1.214, 1.934, 3.871)
H (-0.749, 0.297, 3.264)
H (-2.340, 0.602, 4.047)
H (-0.687, 2.988, 1.742)
H (-2.086, -1.165, 2.555)
H (-2.986, -2.949, 1.167)
H (-4.355, -2.322, -0.975)
H (-4.764, -0.021, -1.501)
H (-3.915, 1.733, -0.044)


2.
Entry from the Open Molecules 2025 dataset: a cluster of 8 separate species, C29H53Cl3O19 in total in a non-equilibrium geometry (ωB97M-V/def2-TZVPD).

Properties
frontier orbital gap	0.3805	Ha
structure (SMILES)	CCOC(=O)OC.CCOC(=O)OC.CCOC(=O)OC.CCOC(=O)OC.CCOC(=O)OC.ClC(Cl)Cl.O=C1CCCO1.O=C1CCCO1
HOMO	-10.020	eV
lowest unoccupied orbital energy	0.333	eV

Geometry (Å):
C (5.313, 2.550, 0.906)
C (4.781, 1.111, 0.992)
O (4.710, 0.788, 2.376)
C (4.421, -0.534, 2.631)
O (4.177, -1.405, 1.842)
O (4.327, -0.641, 3.931)
C (3.742, -1.807, 4.510)
H (6.275, 2.672, 1.381)
H (4.656, 3.217, 1.477)
H (5.313, 2.976, -0.073)
H (5.409, 0.458, 0.476)
H (3.782, 1.061, 0.580)
H (3.129, -1.564, 5.373)
H (4.595, -2.428, 4.872)
H (3.181, -2.303, 3.741)
C (0.985, 5.325, -4.344)
C (0.379, 6.329, -3.361)
O (0.052, 5.719, -2.120)
C (1.008, 5.188, -1.393)
O (2.163, 5.262, -1.557)
O (0.453, 4.492, -0.301)
C (1.516, 3.940, 0.459)
H (1.014, 5.756, -5.353)
H (0.371, 4.470, -4.495)
H (1.957, 5.016, -4.017)
H (-0.523, 6.681, -3.768)
H (1.061, 7.162, -3.310)
H (2.180, 4.658, 0.989)
H (2.039, 3.215, -0.108)
H (1.123, 3.248, 1.206)
C (-1.117, -5.500, -2.066)
C (-1.086, -3.987, -2.028)
O (0.167, -3.495, -2.781)
C (0.095, -2.735, -3.842)
O (-0.941, -2.233, -4.215)
O (1.114, -2.690, -4.619)
C (2.253, -3.524, -4.260)
H (-1.228, -5.841, -3.127)
H (-1.960, -5.900, -1.533)
H (-0.208, -5.929, -1.691)
H (-1.039, -3.570, -1.023)
H (-1.879, -3.558, -2.607)
H (2.934, -3.381, -5.112)
H (1.977, -4.593, -4.119)
H (2.703, -3.190, -3.352)
C (-1.950, 1.243, -6.048)
C (-0.893, 1.313, -4.962)
O (-1.541, 0.800, -3.741)
C (-0.894, 1.021, -2.570)
O (0.174, 1.621, -2.463)
O (-1.438, 0.444, -1.537)
C (-2.607, -0.398, -1.765)
H (-2.368, 0.240, -5.961)
H (-1.504, 1.366, -7.050)
H (-2.686, 2.052, -5.956)
H (-0.577, 2.383, -4.836)
H (0.008, 0.725, -5.190)
H (-3.354, 0.018, -2.406)
H (-3.046, -0.552, -0.761)
H (-2.254, -1.325, -2.112)
C (-3.391, -2.266, 3.269)
C (-2.348, -2.237, 4.360)
O (-1.357, -3.250, 4.021)
C (-0.052, -2.845, 3.938)
O (0.362, -1.783, 4.157)
O (0.739, -3.824, 3.553)
C (0.159, -5.021, 2.987)
H (-4.265, -1.716, 3.585)
H (-3.680, -3.214, 2.946)
H (-2.979, -1.724, 2.426)
H (-2.763, -2.447, 5.356)
H (-1.848, -1.280, 4.474)
H (1.074, -5.564, 2.733)
H (-0.499, -4.725, 2.177)
H (-0.474, -5.529, 3.731)
Cl (-0.310, 2.258, 3.899)
C (0.467, 1.343, 5.151)
Cl (-0.370, 1.756, 6.667)
Cl (2.229, 1.591, 5.181)
H (0.266, 0.310, 4.904)
O (-1.110, -0.348, 1.448)
C (-0.097, -0.828, 1.040)
C (1.149, -0.101, 0.486)
C (1.964, -1.210, -0.201)
C (1.471, -2.425, 0.602)
O (0.116, -2.178, 0.999)
H (0.758, 0.652, -0.192)
H (1.762, 0.360, 1.242)
H (1.694, -1.357, -1.256)
H (3.045, -1.261, -0.062)
H (1.489, -3.348, -0.003)
H (2.185, -2.607, 1.410)
O (-7.150, 2.236, 2.090)
C (-6.016, 2.024, 1.762)
C (-5.063, 2.905, 1.029)
C (-3.928, 2.009, 0.603)
C (-4.003, 0.961, 1.680)
O (-5.360, 0.915, 2.154)
H (-5.659, 3.396, 0.227)
H (-4.636, 3.669, 1.695)
H (-4.060, 1.646, -0.414)
H (-2.917, 2.426, 0.528)
H (-3.698, -0.061, 1.346)
H (-3.342, 1.262, 2.468)


3.
Entry from the Open Molecules 2025 dataset: a cluster of 2 separate species, C42H52FNO8 in total in a non-equilibrium geometry (ωB97M-V/def2-TZVPD).

Properties
frontier orbital gap	0.2373	Ha
structure (SMILES)	C=Cc1cc2c(c(CCCCOC=O)c1CN)C(=O)c1c(ccc(CCCCCCCCCCCCCC)c1F)C2=O.O=C1C=C(O)C(=O)C=C1O
HOMO	-8.098	eV
lowest unoccupied orbital energy	-1.641	eV

Geometry (Å):
C (4.843, -3.249, 3.432)
C (4.895, -2.031, 2.808)
C (4.392, -1.690, 1.472)
C (4.932, -0.539, 0.873)
C (4.522, -0.094, -0.341)
C (3.533, -0.804, -1.051)
C (2.964, -1.947, -0.504)
C (1.867, -2.671, -1.279)
C (0.492, -1.935, -1.008)
C (-0.081, -1.179, -2.232)
C (-1.498, -1.641, -2.678)
O (-2.338, -2.101, -1.610)
C (-2.815, -0.984, -0.940)
O (-3.744, -0.368, -1.400)
C (3.400, -2.380, 0.767)
C (2.727, -3.607, 1.356)
N (3.553, -4.848, 1.262)
C (3.166, -0.218, -2.409)
O (3.008, -0.874, -3.417)
C (3.066, 1.305, -2.405)
C (4.031, 2.006, -1.681)
C (3.987, 3.374, -1.616)
C (2.965, 4.038, -2.276)
C (1.994, 3.366, -2.983)
C (0.826, 4.050, -3.694)
C (-0.491, 3.674, -2.968)
C (-0.909, 4.689, -1.867)
C (-1.360, 4.016, -0.558)
C (-2.652, 3.160, -0.703)
C (-3.829, 3.638, 0.193)
C (-5.150, 3.835, -0.613)
C (-5.574, 2.582, -1.409)
C (-6.425, 1.567, -0.587)
C (-7.350, 0.796, -1.578)
C (-7.400, -0.722, -1.310)
C (-7.913, -1.495, -2.552)
C (-8.419, -2.913, -2.208)
C (-9.389, -3.466, -3.289)
C (2.061, 1.978, -3.053)
F (1.145, 1.281, -3.738)
C (5.076, 1.171, -0.966)
O (6.246, 1.485, -0.898)
H (5.322, -4.167, 3.091)
H (4.301, -3.290, 4.388)
H (5.398, -1.209, 3.340)
H (5.701, 0.038, 1.390)
H (2.066, -2.701, -2.352)
H (1.743, -3.705, -0.944)
H (-0.202, -2.662, -0.569)
H (0.676, -1.185, -0.225)
H (-0.156, -0.107, -1.984)
H (0.577, -1.253, -3.104)
H (-1.950, -0.810, -3.242)
H (-1.366, -2.441, -3.418)
H (-2.333, -0.647, -0.003)
H (1.728, -3.786, 0.946)
H (2.569, -3.417, 2.432)
H (2.970, -5.524, 0.769)
H (3.629, -5.245, 2.194)
H (4.723, 3.932, -1.040)
H (2.907, 5.125, -2.249)
H (0.985, 5.132, -3.754)
H (0.804, 3.596, -4.696)
H (-0.378, 2.700, -2.466)
H (-1.330, 3.531, -3.665)
H (-1.742, 5.319, -2.214)
H (-0.025, 5.297, -1.611)
H (-0.572, 3.364, -0.145)
H (-1.508, 4.796, 0.206)
H (-2.417, 2.145, -0.348)
H (-2.952, 3.059, -1.754)
H (-3.619, 4.595, 0.690)
H (-4.070, 2.901, 0.975)
H (-5.973, 4.147, 0.046)
H (-4.968, 4.638, -1.347)
H (-4.751, 2.057, -1.904)
H (-6.245, 2.932, -2.212)
H (-5.749, 0.838, -0.119)
H (-7.009, 2.092, 0.180)
H (-8.382, 1.169, -1.492)
H (-7.021, 0.949, -2.614)
H (-6.411, -1.134, -1.062)
H (-8.097, -0.986, -0.498)
H (-8.737, -0.962, -3.052)
H (-7.110, -1.616, -3.297)
H (-8.996, -2.882, -1.273)
H (-7.588, -3.632, -2.163)
H (-9.587, -4.531, -3.109)
H (-9.016, -3.297, -4.307)
H (-10.360, -2.952, -3.216)
O (4.830, -2.382, 6.945)
C (5.977, -1.994, 7.061)
C (7.058, -2.838, 7.549)
C (8.297, -2.345, 7.669)
O (9.315, -3.082, 8.109)
C (8.615, -0.923, 7.312)
O (9.754, -0.525, 7.459)
C (7.538, -0.085, 6.801)
C (6.301, -0.580, 6.679)
O (5.285, 0.150, 6.213)
H (6.816, -3.860, 7.805)
H (10.093, -2.492, 8.102)
H (7.782, 0.933, 6.531)
H (4.507, -0.439, 6.227)


4.
Entry from the Open Molecules 2025 dataset: the molecule C4H7NO2 (ωB97M-V/def2-TZVPD).

Properties
frontier orbital gap (spin up / spin down)	0.2980 / 0.3197	Ha
ΔE to the lowest compared entry with this formula, charge and spin	423.2	kJ/mol
HOMO (spin up / spin down)	-8.335 / -9.135	eV
lowest unoccupied orbital energy (spin up / spin down)	-0.227 / -0.434	eV

Geometry (Å):
O (2.188, -0.762, 0.916)
C (1.158, -0.179, 0.333)
C (-0.705, 1.596, -0.451)
N (-0.924, 0.409, 0.359)
C (-1.067, -0.655, -0.604)
C (0.348, -1.148, -0.451)
O (0.729, -2.316, -0.414)
H (2.174, -1.699, 0.583)
H (1.202, 0.891, 0.415)
H (-0.231, 2.428, 0.079)
H (-0.132, 1.402, -1.383)
H (-1.705, 1.922, -0.775)
H (-1.341, -0.364, -1.626)
H (-1.751, -1.432, -0.252)


5.
Entry from the Open Molecules 2025 dataset: the molecule C4H5NO2 (ωB97M-V/def2-TZVPD).

Properties
frontier orbital gap (spin up / spin down)	0.2721 / 0.2637	Ha
ΔE to the lowest compared entry with this formula, charge and spin	369.8	kJ/mol
HOMO (spin up / spin down)	-8.155 / -7.811	eV
lowest unoccupied orbital energy (spin up / spin down)	-0.750 / -0.634	eV

Geometry (Å):
O (2.935, -0.317, -0.543)
C (1.777, -0.641, -0.542)
C (0.858, -0.111, 0.569)
O (1.273, 0.134, 1.663)
N (-0.538, 0.143, 0.207)
C (-0.838, 0.062, -1.124)
C (-1.323, 0.625, 1.153)
H (1.368, -1.367, -1.263)
H (-0.497, -0.801, -1.681)
H (-1.761, 0.554, -1.420)
H (-0.879, 1.006, 2.061)
H (-2.375, 0.712, 0.920)